Below is the molecule C17H21BO4 in a non-equilibrium geometry, with properties calculated with ωB97M-V/def2-TZVPD.

## Properties
Max |F|, eV/Å: 6.89
Lowest unoccupied orbital energy, eV: -3.80
Frontier orbital gap, eV: 1.9
Energy above the lowest of the compared OMol25 structures with the same formula, charge and spin, eV: 2.511

Each line ends with the Mulliken charge.
Atoms and positions in Å:
C (6.613, -1.660, 1.843)  -1.18
C (5.794, -0.461, 1.823)  0.35
C (6.155, 0.869, 1.864)  -0.55
C (4.956, 1.597, 1.839)  -0.61
C (3.890, 0.690, 1.759)  0.50
B (2.286, 1.279, 1.767)  0.73
O (2.092, 0.522, 2.995)  -0.56
C (0.725, 0.553, 3.149)  -0.73
C (0.007, 1.285, 1.896)  1.04
C (-1.405, 0.824, 2.012)  -1.50
C (0.522, 0.874, 0.430)  -0.48
O (1.901, 0.678, 0.504)  -0.50
C (0.547, 2.749, 2.009)  -0.75
O (1.994, 2.690, 1.937)  -0.44
O (4.410, -0.555, 1.771)  -0.38
H (7.657, -1.326, 1.851)  0.30
H (6.444, -2.254, 2.754)  0.26
H (6.464, -2.277, 0.945)  0.27
H (7.169, 1.258, 1.905)  0.37
H (4.847, 2.673, 1.861)  0.53
H (0.464, -0.499, 3.327)  0.38
H (0.421, 1.136, 4.051)  0.20
H (-2.070, 1.283, 1.254)  0.41
H (-0.189, -1.151, 1.639)  0.59
H (-1.804, 1.092, 3.008)  0.47
H (0.051, -0.040, 0.029)  0.19
H (0.265, 1.707, -0.272)  0.21
H (0.228, 3.381, 1.157)  0.32
H (0.251, 3.218, 2.965)  0.33
C (-1.188, -0.751, 1.834)  0.88
C (-1.644, -1.352, 3.107)  -0.37
C (-2.832, -1.993, 3.369)  -0.92
C (-3.569, -2.895, 2.583)  -0.11
C (-3.167, -3.346, 1.304)  -0.37
C (-2.381, -2.628, 0.449)  -0.50
C (-2.097, -1.187, 0.617)  -1.31
H (-3.061, -0.636, 0.658)  0.45
H (-1.123, -1.038, 4.018)  0.40
H (-3.267, -1.795, 4.370)  0.31
H (-4.453, -3.359, 3.037)  0.41
H (-3.496, -4.351, 0.979)  0.36
H (-2.187, -3.008, -0.560)  0.40
H (-1.607, -0.866, -0.324)  0.57

***

Below is the molecule C17H21BrN2O, with properties calculated with ωB97M-V/def2-TZVPD.

## Properties
Max |F|, eV/Å: 0.68
Lowest unoccupied orbital energy, eV: 0.27
Frontier orbital gap, eV: 8.0
SMILES string: Cc1[nH]c2ccc(Br)cc2c(=O)c1CN1CCCCCC1

Each line ends with the Mulliken charge.
Atoms and positions in Å:
C (1.059, 2.853, 0.191)  -1.87
C (-0.073, 1.897, 0.417)  0.94
N (-1.224, 2.269, -0.225)  0.02
C (-2.384, 1.555, -0.156)  0.15
C (-3.524, 1.954, -0.863)  -0.83
C (-4.683, 1.220, -0.775)  -0.43
C (-4.715, 0.079, 0.025)  -0.14
Br (-6.332, -0.924, 0.131)  -0.21
C (-3.607, -0.329, 0.731)  -0.66
C (-2.425, 0.407, 0.647)  0.38
C (-1.239, -0.015, 1.412)  1.00
O (-1.290, -0.954, 2.196)  -0.74
C (-0.031, 0.777, 1.187)  0.87
C (1.210, 0.285, 1.913)  -2.53
N (2.014, -0.727, 1.266)  0.32
C (2.913, -0.323, 0.216)  -1.21
C (2.283, -0.067, -1.167)  0.07
C (2.213, -1.305, -2.063)  -0.92
C (1.753, -2.584, -1.354)  -0.86
C (0.751, -2.364, -0.219)  -0.24
C (1.431, -2.039, 1.121)  -1.12
H (0.852, 3.792, 0.707)  0.48
H (1.998, 2.458, 0.557)  0.25
H (1.167, 3.066, -0.872)  0.46
H (-1.214, 3.115, -0.778)  0.24
H (-3.489, 2.841, -1.479)  0.38
H (-5.566, 1.521, -1.317)  0.42
H (-3.617, -1.207, 1.358)  0.59
H (1.866, 1.123, 2.160)  0.64
H (0.857, -0.154, 2.852)  0.46
H (3.421, 0.587, 0.555)  0.41
H (3.677, -1.102, 0.122)  0.50
H (2.860, 0.700, -1.689)  0.47
H (1.277, 0.325, -1.020)  -0.10
H (1.530, -1.083, -2.888)  0.38
H (3.197, -1.488, -2.502)  0.30
H (2.620, -3.106, -0.943)  0.33
H (1.312, -3.247, -2.103)  0.37
H (0.036, -1.584, -0.482)  0.11
H (0.183, -3.286, -0.072)  0.42
H (0.699, -2.162, 1.920)  0.44
H (2.232, -2.775, 1.280)  0.46

***

Below is the molecule C17H21BrN2O5S2, with properties calculated with ωB97M-V/def2-TZVPD.

## Properties
Max |F|, eV/Å: 0.87
Lowest unoccupied orbital energy, eV: 0.57
Frontier orbital gap, eV: 8.5
Energy above the lowest of the compared OMol25 structures with the same formula, charge and spin, eV: 0.121
SMILES string: COc1ccc(CCNC(=O)CN(C)S(=O)(=O)c2ccc(Br)s2)cc1OC

Each line ends with the Mulliken charge.
Atoms and positions in Å:
C (1.506, -3.489, 1.458)  -0.78
O (2.167, -2.292, 1.113)  -0.38
C (2.033, -1.818, -0.162)  1.21
C (1.459, -2.553, -1.190)  -0.45
C (1.300, -2.022, -2.458)  -0.75
C (1.711, -0.730, -2.737)  0.53
C (1.425, -0.092, -4.067)  -1.34
C (0.078, 0.647, -3.997)  -0.75
N (-0.975, -0.249, -3.571)  -0.14
C (-1.474, -0.229, -2.320)  1.02
O (-1.308, 0.686, -1.538)  -0.62
C (-2.306, -1.459, -1.957)  -1.31
N (-3.168, -1.260, -0.825)  0.12
C (-4.227, -0.289, -0.952)  -0.99
S (-2.488, -1.385, 0.685)  1.02
O (-3.565, -1.624, 1.597)  -0.70
O (-1.435, -2.358, 0.590)  -0.61
C (-1.758, 0.162, 1.134)  -0.05
C (-2.375, 1.331, 1.463)  -0.25
C (-1.458, 2.369, 1.719)  -0.85
C (-0.172, 1.941, 1.573)  -0.11
Br (1.363, 2.968, 1.815)  -0.10
S (-0.053, 0.277, 1.132)  0.39
C (2.307, 0.001, -1.722)  -0.60
C (2.489, -0.514, -0.444)  0.09
O (3.055, 0.364, 0.429)  -0.40
C (3.544, -0.052, 1.685)  -0.82
H (1.653, -3.598, 2.531)  0.29
H (0.437, -3.426, 1.237)  0.25
H (1.947, -4.352, 0.948)  0.33
H (1.106, -3.553, -0.997)  0.37
H (0.850, -2.632, -3.230)  0.43
H (1.379, -0.853, -4.849)  0.37
H (2.203, 0.625, -4.327)  0.40
H (-0.180, 1.069, -4.973)  0.37
H (0.127, 1.447, -3.257)  0.34
H (-1.087, -1.090, -4.115)  0.30
H (-2.908, -1.791, -2.810)  0.51
H (-1.611, -2.255, -1.672)  0.28
H (-4.791, -0.321, -0.022)  0.38
H (-3.844, 0.722, -1.123)  0.34
H (-4.880, -0.574, -1.778)  0.29
H (-3.442, 1.437, 1.527)  0.54
H (-1.730, 3.373, 1.990)  0.47
H (2.638, 1.014, -1.894)  0.45
H (2.739, -0.338, 2.363)  0.26
H (4.244, -0.884, 1.587)  0.33
H (4.064, 0.820, 2.084)  0.31

***

Below is a structure of composition C17H21ClCoN8O4, with properties calculated with ωB97M-V/def2-TZVPD.

## Properties
Max |F|, eV/Å: 0.72
Lowest unoccupied orbital energy (spin up / spin down), eV: 4.88 / 4.88
Frontier orbital gap (spin up / spin down), eV: 7.4 / 7.4
Energy above the lowest of the compared OMol25 structures with the same formula, charge and spin, eV: 0.544
2S+1: 4
Total charge: -2

Each line ends with the Mulliken charge.
Atoms and positions in Å:
Co (-0.001, -0.130, 0.417)  0.61
O (-0.958, -1.507, 4.306)  -0.80
C (-0.749, -0.985, 3.197)  0.23
O (-0.128, -1.435, 2.190)  -0.60
C (-1.299, 0.428, 3.018)  0.52
C (-2.291, 0.944, 3.840)  -0.66
C (-2.750, 2.225, 3.597)  -0.22
C (-2.184, 2.961, 2.564)  -0.90
C (-1.197, 2.368, 1.800)  -0.32
N (-0.780, 1.125, 2.021)  0.41
H (-2.669, 0.320, 4.639)  0.45
H (-3.541, 2.650, 4.204)  0.38
H (-2.508, 3.971, 2.341)  0.39
H (-0.719, 2.878, 0.971)  0.51
Cl (-2.190, -0.101, -0.399)  -0.67
C (2.443, -1.998, 0.431)  -1.14
O (1.593, -1.030, -0.064)  -0.13
H (2.826, -2.651, -0.372)  0.25
H (1.973, -2.660, 1.181)  0.23
H (3.342, -1.568, 0.913)  0.28
N (2.745, 1.338, 1.464)  -0.39
C (2.316, 1.899, 0.285)  1.09
O (1.120, 1.815, -0.067)  -0.29
C (3.297, 2.629, -0.478)  0.10
C (2.943, 3.256, -1.708)  0.07
N (2.681, 3.777, -2.710)  -0.79
C (4.652, 2.714, -0.036)  -0.12
N (5.747, 2.750, 0.341)  -0.67
H (2.167, 0.571, 1.768)  0.07
H (3.731, 1.157, 1.538)  0.28
C (1.654, -0.410, -2.903)  -0.65
N (1.903, -0.307, -4.367)  0.12
C (1.562, 1.065, -4.787)  -0.66
N (0.159, 1.412, -4.493)  0.06
C (-0.036, 1.266, -3.026)  -0.43
N (0.260, -0.100, -2.578)  0.81
C (-0.618, -1.025, -3.284)  -0.75
N (-0.433, -0.952, -4.758)  -0.03
C (0.986, -1.228, -5.043)  -0.68
C (-0.705, 0.437, -5.166)  -0.72
H (2.305, 0.283, -2.371)  -0.13
H (1.882, -1.421, -2.565)  0.23
H (1.727, 1.153, -5.863)  0.35
H (2.212, 1.768, -4.269)  0.30
H (-1.073, 1.492, -2.777)  0.15
H (0.616, 1.962, -2.504)  -0.05
H (-1.650, -0.793, -3.032)  0.26
H (-0.397, -2.042, -2.954)  0.26
H (1.147, -1.162, -6.122)  0.35
H (1.211, -2.246, -4.718)  0.34
H (-1.747, 0.666, -4.933)  0.37
H (-0.558, 0.518, -6.247)  0.35

***

Below is the molecule C17H21ClN2O2S, with properties calculated with ωB97M-V/def2-TZVPD.

## Properties
Max |F|, eV/Å: 0.58
Lowest unoccupied orbital energy, eV: 0.52
Frontier orbital gap, eV: 9.4
Energy above the lowest of the compared OMol25 structures with the same formula, charge and spin, eV: 0.000
SMILES string: O=C1CC[C@@H](C(=O)N2CCSCC2)CN1Cc1ccc(Cl)cc1

Each line ends with the Mulliken charge.
Atoms and positions in Å:
O (-2.833, -0.632, 3.012)  -0.67
C (-1.981, -1.092, 2.278)  0.80
C (-0.574, -1.432, 2.723)  -1.17
C (0.466, -0.718, 1.847)  -0.48
C (0.079, -0.757, 0.353)  1.84
C (1.269, -1.180, -0.501)  -0.05
O (1.388, -2.329, -0.886)  -0.70
N (2.185, -0.232, -0.816)  0.07
C (3.353, -0.630, -1.583)  -0.89
C (4.605, -0.643, -0.720)  -0.67
S (4.983, 1.031, -0.111)  -0.14
C (3.364, 1.325, 0.668)  -0.65
C (2.239, 1.132, -0.346)  -0.55
C (-1.068, -1.756, 0.151)  -1.88
N (-2.190, -1.369, 0.970)  0.26
C (-3.406, -0.919, 0.315)  -1.46
C (-3.127, 0.344, -0.459)  0.45
C (-2.831, 1.513, 0.235)  -0.05
C (-2.470, 2.664, -0.440)  -0.92
C (-2.406, 2.646, -1.826)  0.45
Cl (-1.938, 4.078, -2.678)  -0.22
C (-2.709, 1.496, -2.534)  -0.83
C (-3.066, 0.349, -1.845)  -0.21
H (-0.455, -1.141, 3.766)  0.43
H (-0.441, -2.513, 2.651)  0.39
H (0.561, 0.317, 2.179)  0.27
H (1.433, -1.205, 1.995)  0.37
H (-0.291, 0.220, 0.029)  -0.11
H (3.160, -1.632, -1.972)  0.43
H (3.484, 0.068, -2.417)  0.38
H (5.471, -0.961, -1.297)  0.41
H (4.479, -1.301, 0.140)  0.34
H (3.382, 2.350, 1.034)  0.41
H (3.258, 0.638, 1.508)  0.28
H (1.292, 1.424, 0.106)  0.21
H (2.423, 1.785, -1.207)  0.37
H (-1.372, -1.763, -0.896)  0.40
H (-0.723, -2.763, 0.405)  0.41
H (-4.133, -0.732, 1.109)  0.47
H (-3.776, -1.710, -0.342)  0.41
H (-2.881, 1.514, 1.313)  0.49
H (-2.241, 3.570, 0.099)  0.45
H (-2.662, 1.496, -3.612)  0.43
H (-3.301, -0.549, -2.399)  0.43